--- a ---
Computed, not measured: a gas-phase ion, C2H5N4 (charge +1), with ωB97M-V with the def2-TZVPD basis set.

```
11
Properties=species:S:1:pos:R:3
C 0.86646 -1.16546 0.16744
C -0.06599 -0.04277 0.02151
N -1.34805 -0.08122 -0.09564
N -1.73797 1.58042 -0.30695
N -0.66407 2.06555 -0.24825
N 0.35697 1.26084 -0.05634
H 1.03423 -1.62198 -0.81335
H 0.45557 -1.94181 0.81292
H 1.82645 -0.84479 0.56165
H -2.02178 -0.82929 -0.07895
H 1.29817 1.62051 0.03595
```

Summary:
- HOMO level (eV) = -16.93
- net charge = +1
- SMILES string = Cc1[nH]nn[nH+]1

Atomic partial charges in e from the natural (NBO) method, atoms 1 to 2: number 1, C, carries -0.689; number 2, C, carries 0.491



--- b ---
Computed, not measured: a gas-phase ion, C2H5N4 (charge +1), with ωB97M-V with the def2-TZVPD basis set.

```
11
Properties=species:S:1:pos:R:3
C -1.26789 0.54757 -0.13982
N -0.12567 0.74237 0.75360
N 0.96396 0.10104 0.87172
C 1.44188 -0.93130 0.18017
N 0.94320 -1.13836 -0.98190
N 0.46582 -1.10810 -1.96877
H -2.11468 1.03689 0.46569
H -1.11692 1.29948 -0.99141
H -1.33724 -0.43337 -0.34762
H -0.36921 1.20224 1.69955
H 2.51676 -1.31847 0.45879
```

Summary:
- HOMO level (eV) = -15.04
- net charge = +1
- SMILES string = CN/N=C\[N+]#N

Atomic partial charges in e from the natural (NBO) method, atoms 1 to 2: number 1, C, carries -0.461; number 2, N, carries -0.241



Which one is most stable, and which one is least stable? a is the most stable of them, while b is the least stable.



--- a ---
Computed, not measured: C4H7N3 in the gas phase, with ωB97M-V with the def2-TZVPD basis set.

```
14
Properties=species:S:1:pos:R:3
C 1.64229 -0.49443 0.29384
C -0.58911 1.78434 0.49793
N -1.23079 0.68757 0.20592
C -0.70829 -0.33282 -0.47516
N 0.60377 -0.09898 -0.81709
C -1.42561 -1.52545 -0.58103
N -1.99172 -2.53563 -0.70427
H 1.89094 -1.46537 -0.08114
H 1.38259 -0.64103 1.35226
H 2.53069 0.12539 0.24415
H 0.25508 2.13624 -0.05335
H -1.07891 2.44708 1.15356
H -2.11661 0.49035 0.64489
H 0.83569 -0.57728 -1.68050
```

Summary:
- HOMO level (spin up / spin down) (eV) = -7.15 / -7.15
- net charge = 0

Atomic partial charges in e from the natural (NBO) method, atoms 1 to 2: number 1, C, carries -0.446; number 2, C, carries -0.285



--- b ---
Computed, not measured: C4H7N3 in the gas phase, with ωB97M-V with the def2-TZVPD basis set.

```
14
Properties=species:S:1:pos:R:3
H -1.82126 0.86102 -1.84009
N -1.04091 0.49457 -2.43310
N -0.06473 0.07643 -1.89694
C 0.38434 0.28512 -0.22756
C 1.51990 -0.67843 0.01055
C -0.88824 0.01582 0.43196
C -0.47447 0.36727 2.08635
N -0.84190 0.28048 3.17580
H 0.70054 1.32908 -0.17783
H 2.28703 -0.53602 -0.75027
H 1.17545 -1.71045 -0.03130
H 1.96372 -0.48970 0.98735
H -1.20880 -1.02462 0.41704
H -1.69065 0.72942 0.24804
```

Summary:
- HOMO level (eV) = -8.61
- net charge = 0
- SMILES string = [H]/N=N\[C@H](C)CC#N

Atomic partial charges in e from the natural (NBO) method, atoms 1 to 2: number 1, H, carries 0.262; number 2, N, carries -0.282



--- c ---
Computed, not measured: a molecular structure, C4H7N3, with ωB97M-V with the def2-TZVPD basis set.

```
14
Properties=species:S:1:pos:R:3
C 1.00069 1.21732 -0.32515
C 0.25884 -0.68089 -0.16707
C -0.83984 -1.55435 0.15362
C -0.43754 0.63100 0.07049
H 1.80419 1.35820 0.41221
H 1.05167 2.17794 -0.86691
H 1.87354 -0.43527 -1.27994
H 1.17937 -0.96082 0.54999
H -1.02243 -2.56531 -0.13803
H -2.04068 0.80762 1.44437
H -1.08152 0.72890 -0.85207
N 1.02082 0.03119 -1.20035
N -1.59860 -0.99824 0.95225
N -1.16851 0.24270 1.24661
```

Summary:
- HOMO level (eV) = -9.08
- net charge = 0

Atomic partial charges in e from the natural (NBO) method, atoms 1 to 2: number 1, C, carries -0.225; number 2, C, carries -0.115



--- d ---
Computed, not measured: C4H7N3 in the gas phase, with ωB97M-V with the def2-TZVPD basis set.

```
14
Properties=species:S:1:pos:R:3
N 2.45734 -0.47232 0.39883
C 1.14095 -0.07426 0.09099
C 0.70776 1.19875 -0.16818
N -0.67903 1.15563 -0.24300
C -1.11058 -0.11848 -0.04308
N -2.47114 -0.35447 0.15300
C -0.00854 -0.92803 0.12381
H 3.14323 0.19159 0.06224
H 2.68074 -1.39148 0.04000
H 1.23539 2.13988 -0.20106
H -1.28311 1.93888 -0.41999
H -3.10428 -0.00376 -0.54626
H -2.69382 -1.28213 0.47163
H -0.01490 -1.99981 0.28106
```

Summary:
- HOMO level (eV) = -6.95
- net charge = 0
- SMILES string = Nc1c[nH]c(N)c1

Atomic partial charges in e from the natural (NBO) method, atoms 1 to 2: number 1, N, carries -0.807; number 2, C, carries 0.105



Which one is most stable, and which one is least stable? d is the most stable of them, while c is the least stable.